# 1
{
  "formula": "C27H49BrCoO3SbSi3",
  "method": "wB97M-V/def2-TZVPD",
  "e_above_lowest_kj_mol": 8.0,
  "multiplicity": 5,
  "lumo_ev": [-5.4, -8.3],
  "charge": 2,
  "symbols": ["Co", "C", "C", "C", "C", "C", "C", "C", "C", "C", "H", "H", "H", "H", "H", "H", "H", "H", "H", "H", "H", "H", "C", "Si", "C", "C", "Sb", "Si", "C", "C", "C", "Si", "C", "C", "C", "H", "H", "H", "H", "H", "H", "H", "H", "H", "H", "H", "H", "H", "H", "H", "H", "H", "H", "H", "H", "H", "H", "H", "H", "H", "H", "H", "Br", "C", "C", "C", "C", "C", "C", "C", "O", "O", "H", "H", "H", "H", "C", "C", "O", "H", "H", "H", "H", "H", "H"],
  "positions_angstrom": [[-0.190440, 0.620183, 0.090451], [-1.032178, 3.108168, 2.538700], [-0.990317, 2.753459, 1.081928], [-2.120737, 2.285174, 0.410526], [-2.106072, 2.060359, -0.974006], [-3.333830, 1.588266, -1.688892], [-0.915258, 2.283271, -1.673050], [0.254119, 2.718486, -1.034743], [1.511757, 2.926984, -1.826606], [0.204276, 2.928431, 0.352990], [-1.300901, 4.160563, 2.650099], [-0.055575, 2.969748, 3.005336], [-1.776100, 2.520400, 3.075234], [-3.039148, 2.119718, 0.961465], [-3.880075, 2.448859, -2.081155], [-3.998064, 1.043520, -1.020859], [-3.079003, 0.945607, -2.530651], [-0.883863, 2.086504, -2.738156], [1.297387, 3.516767, -2.717478], [1.917329, 1.970288, -2.163369], [2.267740, 3.454508, -1.247889], [1.084789, 3.290064, 0.871403], [2.641348, 1.797363, 4.759732], [1.432940, 0.403393, 5.004100], [2.163668, -1.060168, 5.880950], [-0.129132, 1.036576, 5.792293], [0.760799, -0.435129, 2.588111], [3.197700, -0.460515, 1.383251], [4.199773, -1.296923, 2.700811], [3.227172, -1.369761, -0.215697], [3.530481, 1.355791, 1.188535], [-1.539134, -1.740598, 3.145880], [-2.703767, -0.309527, 3.354780], [-1.101616, -2.628793, 4.715272], [-2.112058, -2.922418, 1.847952], [2.869327, 2.218438, 5.743821], [2.221431, 2.605650, 4.157789], [3.585068, 1.481512, 4.315596], [2.430180, -0.752844, 6.896921], [3.072628, -1.419009, 5.399188], [1.466205, -1.892205, 5.964949], [0.129565, 1.436012, 6.777780], [-0.881817, 0.264748, 5.945378], [-0.572956, 1.853074, 5.220695], [3.812501, -2.288463, 2.939702], [4.283996, -0.711147, 3.614979], [5.210334, -1.434126, 2.300685], [3.195212, -2.445323, -0.056184], [4.183015, -1.121851, -0.691348], [2.419319, -1.094814, -0.892928], [3.288145, 1.943400, 2.073081], [2.993658, 1.759356, 0.328770], [4.599520, 1.481999, 0.988443], [-2.362666, 0.412810, 4.096098], [-3.670568, -0.698064, 3.689755], [-2.868442, 0.196274, 2.401501], [-0.835766, -1.965847, 5.535433], [-0.294131, -3.346208, 4.559836], [-1.984614, -3.198361, 5.024005], [-2.309496, -2.440970, 0.889926], [-3.060920, -3.328958, 2.216281], [-1.424578, -3.757716, 1.723308], [-4.389353, -4.415906, -3.317172], [-2.725060, -3.548376, -3.453286], [-1.872014, -3.848297, -4.507541], [-0.643776, -3.207481, -4.608473], [-0.263487, -2.273257, -3.659575], [-1.124439, -1.986590, -2.603860], [-2.361604, -2.618120, -2.496395], [-0.720913, -1.027115, -1.564662], [0.376046, -0.389768, -1.620445], [-1.464674, -0.804085, -0.551255], [-2.170225, -4.578625, -5.247275], [0.013402, -3.442481, -5.434455], [0.690548, -1.768287, -3.727198], [-3.026609, -2.382808, -1.676928], [0.081291, -5.053314, -0.725098], [1.111826, -3.963179, -0.541650], [0.681215, -2.965711, 0.403714], [0.436667, -5.789848, -1.446235], [-0.858463, -4.646021, -1.110394], [-0.117890, -5.570135, 0.214423], [1.343528, -3.481981, -1.496428], [2.037100, -4.376404, -0.139311], [-0.260695, -2.824766, 0.259710]],
  "forces_ev_per_a": [[-0.3895, 0.1208, -0.3851], [-0.0231, -0.0383, 0.0147], [0.1724, -0.0099, 0.0504], [0.0422, 0.0018, 0.0215], [0.0956, 0.0137, -0.0868], [-0.0003, -0.0083, 0.0009], [-0.0920, -0.0451, 0.0286], [-0.0095, 0.0238, 0.0600], [-0.0008, 0.0305, 0.0033], [0.0322, 0.0444, 0.0160], [0.0023, 0.0021, -0.0102], [-0.0095, -0.0010, 0.0126], [0.0010, 0.0066, -0.0115], [0.0063, 0.0043, 0.0056], [-0.0023, -0.0007, -0.0003], [0.0020, 0.0015, 0.0034], [0.0014, 0.0087, -0.0032], [-0.0052, -0.0016, 0.0017], [0.0000, 0.0011, 0.0013], [-0.0079, -0.0006, 0.0033], [0.0074, -0.0185, 0.0059], [0.0105, 0.0065, -0.0204], [0.0032, 0.0099, 0.0065], [0.0038, 0.0254, -0.0040], [0.0271, 0.0111, 0.0190], [-0.0112, 0.0077, -0.0143], [-0.0227, -0.1110, -0.0987], [0.0008, -0.0712, 0.0233], [0.0235, 0.0156, 0.0050], [-0.0404, -0.0089, -0.0457], [0.0147, 0.0138, -0.0021], [-0.0178, -0.0038, 0.0342], [-0.0165, 0.0077, 0.0080], [0.0185, -0.0190, -0.0214], [0.0075, 0.0077, -0.0429], [0.0014, -0.0169, 0.0021], [0.0085, 0.0011, -0.0011], [-0.0009, -0.0038, 0.0088], [-0.0052, 0.0163, -0.0099], [-0.0111, -0.0161, 0.0118], [-0.0115, -0.0161, -0.0082], [0.0209, -0.0097, -0.0063], [-0.0140, -0.0110, 0.0052], [-0.0056, -0.0065, 0.0126], [-0.0110, 0.0101, 0.0107], [0.0025, -0.0062, 0.0045], [-0.0044, 0.0181, -0.0079], [0.0247, 0.0283, 0.0085], [0.0014, 0.0090, 0.0067], [0.0218, 0.0006, 0.0087], [0.0035, 0.0066, -0.0264], [-0.0126, 0.0034, -0.0044], [-0.0026, -0.0023, 0.0027], [-0.0066, 0.0042, -0.0171], [0.0104, -0.0080, 0.0036], [0.0072, -0.0021, 0.0064], [0.0116, 0.0211, 0.0283], [0.0008, 0.0065, 0.0003], [-0.0047, 0.0132, -0.0104], [0.0141, -0.0112, 0.0122], [0.0058, 0.0127, 0.0151], [-0.0168, -0.0282, 0.0020], [-0.0376, -0.0202, 0.0094], [0.0328, 0.0262, 0.0078], [0.0071, -0.0043, -0.0089], [-0.0081, -0.0017, 0.0095], [-0.0016, -0.0149, -0.0233], [0.0272, 0.0230, 0.0366], [0.0004, -0.0210, -0.0231], [0.2585, -0.0479, -0.0674], [-0.0025, 0.0799, 0.1539], [-0.1136, -0.0426, 0.2353], [0.0003, 0.0016, -0.0009], [-0.0022, -0.0010, -0.0001], [-0.0021, 0.0034, 0.0087], [0.0005, 0.0036, -0.0039], [-0.0250, -0.0275, -0.0324], [-0.0015, -0.0310, 0.0621], [0.0190, 0.0084, 0.0514], [0.0000, 0.0007, 0.0045], [0.0217, 0.0034, 0.0046], [0.0036, 0.0057, 0.0027], [-0.0094, 0.0043, -0.0061], [-0.0036, -0.0016, -0.0089], [-0.0154, 0.0132, -0.0486]]
}

---

# 2
{
  "formula": "C4H8N2O",
  "method": "wB97M-V/def2-TZVPD",
  "e_above_lowest_kj_mol": 163.7,
  "lumo_ev": 1.0,
  "smiles": "NC(=O)CN1CC1",
  "symbols": ["N", "C", "O", "C", "N", "C", "C", "H", "H", "H", "H", "H", "H", "H", "H"],
  "positions_angstrom": [[1.738342, 0.024627, -1.314500], [1.830139, -0.505828, -0.068342], [2.821847, -1.052101, 0.378278], [0.542238, -0.385711, 0.755132], [-0.435898, 0.440239, 0.068475], [-1.671939, 0.840856, 0.692992], [-1.668171, -0.125918, -0.437015], [2.582909, 0.113734, -1.856852], [0.951550, 0.631245, -1.496360], [0.190882, -1.405205, 0.981472], [0.821766, 0.073027, 1.709746], [-1.915838, 0.448607, 1.679179], [-1.940205, 1.885156, 0.541854], [-1.898661, -1.163404, -0.190838], [-1.948955, 0.180683, -1.443221]],
  "forces_ev_per_a": [[0.1276, 0.0382, 0.0252], [0.0357, -0.0771, 0.0682], [-0.2658, 0.0706, -0.0980], [0.0083, -0.0239, 0.0881], [0.1745, 0.0732, -0.0671], [-0.1175, 0.1587, 0.2144], [-0.1481, -0.1358, -0.1428], [-0.0708, -0.0594, 0.0760], [0.1316, -0.0512, 0.0069], [0.0092, 0.1605, -0.0792], [-0.0339, -0.0074, -0.1655], [0.0915, -0.0258, -0.1147], [-0.0383, -0.2292, 0.0018], [0.1120, 0.1538, -0.0270], [-0.0160, -0.0452, 0.2137]]
}

---

# 3
{
  "formula": "C10H15NP",
  "method": "wB97M-V/def2-TZVPD",
  "e_above_lowest_kj_mol": 49.7,
  "lumo_ev": -4.8,
  "smiles": "C[N+]1=CP(C)C2=CCCCC2=C1",
  "charge": 1,
  "symbols": ["C", "N", "C", "P", "C", "C", "C", "C", "C", "C", "C", "C", "H", "H", "H", "H", "H", "H", "H", "H", "H", "H", "H", "H", "H", "H", "H"],
  "positions_angstrom": [[3.095245, -1.814193, 0.140982], [1.983038, -0.936805, -0.132347], [2.198556, 0.360868, -0.107718], [1.132430, 1.677911, -0.693033], [1.222409, 2.841503, 0.767835], [-0.440969, 0.700936, -0.422894], [-1.617158, 1.301940, -0.424833], [-2.970607, 0.618554, -0.144980], [-2.831490, -0.802130, 0.380529], [-1.741636, -1.409693, -0.560566], [-0.367220, -0.761019, -0.408934], [0.737630, -1.531445, -0.374075], [3.197084, -2.618681, -0.440709], [3.311864, -2.119337, 1.222509], [3.977323, -1.258656, 0.035018], [3.285468, 0.736192, 0.101580], [2.073576, 3.465257, 0.799187], [1.155005, 2.365507, 1.806176], [0.484252, 3.584403, 0.724487], [-1.566073, 2.293589, -0.637727], [-3.363499, 1.372763, 0.557892], [-3.315508, 0.771959, -1.175427], [-2.499656, -1.038412, 1.323655], [-3.823054, -1.434825, 0.214594], [-1.986267, -1.203952, -1.549808], [-1.904765, -2.528026, -0.464076], [0.574027, -2.634202, -0.537321]],
  "forces_ev_per_a": [[1.3568, 1.7893, 4.2332], [0.9670, 1.0531, 0.2049], [1.9671, 0.0134, -0.1306], [-0.9404, -0.4475, 0.7976], [0.1314, -1.9676, 1.7667], [1.5981, -0.2010, -0.0965], [-0.2965, -3.0024, 1.1626], [1.9114, 2.3266, 0.6657], [-1.6827, -1.1689, -4.5533], [-0.4479, -1.6769, 1.6237], [-0.7583, -1.2296, 0.4273], [-2.1115, -0.2713, -0.2830], [-0.3755, -3.0934, -2.4527], [-1.5657, 0.1942, -1.0969], [1.2546, 0.9827, -0.7918], [-2.0178, -1.1625, -0.1635], [1.5578, 0.2625, -0.4155], [-0.0733, 0.3319, -1.5818], [-1.6789, 0.6898, -0.4057], [-0.6497, 3.0343, -0.3843], [-0.8651, -0.5813, -0.3970], [-1.3734, -0.7129, 0.4327], [0.4661, 0.5222, 2.6229], [1.9831, 1.4835, 0.3161], [-0.8167, 0.4016, -1.9858], [1.3628, 1.0811, -0.0097], [1.0973, 1.3491, 0.4945]]
}

---

# 4
{
  "formula": "C4H5N3",
  "method": "wB97M-V/def2-TZVPD",
  "e_above_lowest_kj_mol": 286.6,
  "lumo_ev": 0.5,
  "smiles": "CNC(C#N)C#N",
  "symbols": ["C", "N", "C", "C", "N", "C", "N", "H", "H", "H", "H", "H"],
  "positions_angstrom": [[-1.589224, 0.127135, 0.207504], [-0.497079, -0.409165, -0.583737], [0.798163, -0.271065, 0.089167], [1.956954, -0.765270, -0.658154], [2.840158, -1.258416, -1.217697], [1.061643, 1.067160, 0.706916], [1.161781, 2.136420, 1.144181], [-1.644753, -0.363055, 1.194738], [-2.515654, -0.087101, -0.322927], [-1.498791, 1.208140, 0.384061], [-0.509429, -0.270117, -1.571123], [0.391624, -1.150792, 0.606956]],
  "forces_ev_per_a": [[-0.1406, 0.0976, -0.1393], [-0.3081, 0.4534, -0.9701], [-0.8265, -0.7756, -0.2489], [0.5436, -0.5628, -0.7168], [-0.8531, 0.6338, 0.5372], [-0.1716, 0.4585, 0.4832], [-0.0771, -1.4641, -0.5711], [0.1467, 0.0292, -0.3558], [-0.0161, 0.0938, 0.0841], [-0.1371, -0.1166, -0.0452], [-0.1381, 0.7125, -0.4596], [1.9780, 0.4403, 2.4023]]
}

---

# 5
{
  "formula": "C3O4",
  "method": "wB97M-V/def2-TZVPD",
  "e_above_lowest_kj_mol": 6.2,
  "lumo_ev": 0.5,
  "symbols": ["C", "C", "C", "O", "O", "O", "O"],
  "positions_angstrom": [[0.340396, -0.512298, 2.610635], [-2.440289, -1.869516, 1.743314], [1.424822, 1.349728, -3.393688], [1.471909, 0.626465, -4.307033], [0.291023, -0.901257, 3.670158], [-2.261918, -0.792466, 1.465600], [1.398048, 1.942761, -2.438219]],
  "forces_ev_per_a": [[0.2190, -0.1629, 0.6539], [-0.0262, 0.2338, -0.1008], [0.2570, -3.1194, -2.9722], [-0.0885, 0.6289, -0.0294], [0.0058, 0.2170, -0.5751], [-0.1982, -0.2881, 0.0198], [-0.1688, 2.4906, 3.0037]]
}

---

Number 1: M 766.54 g mol⁻¹. Number 2: M 100.12 g mol⁻¹. Number 3: M 180.21 g mol⁻¹. Number 4: M 95.10 g mol⁻¹. Number 5: M 100.03 g mol⁻¹.